{"formula": "CH2N4O2", "method": "ωB97M-V with the def2-TZVPD basis set", "symbols": ["C", "N", "N", "N", "N", "O", "O", "H", "H"], "xyz": [[2.983, -0.066, 0.021], [0.097, -0.606, -0.340], [-2.883, 0.584, 0.773], [-1.121, -0.367, -0.240], [-1.881, 0.447, 0.133], [3.146, 0.336, -1.032], [2.750, -0.356, 1.096], [0.118, -1.466, -1.016], [-3.210, 1.494, 0.604]], "nbo_charge": [1.025, -0.454, -0.419, 0.093, 0.115, -0.521, -0.505, 0.335, 0.332], "homo_ev": -9.096, "smiles": "[H]/N=N/N=N/[H].O=C=O", "orbital_gap_ev": 9.05}